1.
The following is a DFT calculation (ωB97M-V/def2-TZVPD) of a molecular structure, C35H46N7O5PSe2V.

The geometry in ORCA input format:
```
! RIJCOSX wB97M-V def2-TZVPD def2/J DEFGRID3
* xyz -1 3
V 0.604 1.118 1.984
O 3.865 3.213 3.671
C 3.049 2.547 3.031
N 1.750 2.349 3.233
C 1.064 2.853 4.349
C 1.378 3.987 5.083
C 0.562 4.354 6.151
C -0.545 3.593 6.489
C -0.865 2.446 5.765
C -0.065 2.081 4.694
N -0.204 0.955 3.872
C -0.733 -0.204 4.281
O -1.421 -0.447 5.268
C -0.244 -1.345 3.410
C -0.624 -2.646 3.679
C -0.041 -3.674 2.959
C 0.917 -3.365 2.009
C 1.231 -2.035 1.788
N 0.657 -1.041 2.462
C 3.521 1.791 1.808
C 4.825 1.921 1.356
C 5.201 1.257 0.206
C 4.260 0.491 -0.470
C 2.980 0.403 0.042
N 2.626 1.024 1.174
H 2.255 4.560 4.822
H 0.801 5.244 6.721
H -1.172 3.890 7.321
H -1.717 1.835 6.023
H -1.355 -2.807 4.458
H -0.319 -4.704 3.146
H 1.414 -4.134 1.433
H 1.950 -1.757 1.035
H 5.490 2.554 1.926
H 6.212 1.345 -0.175
H 4.506 -0.024 -1.389
H 2.195 -0.160 -0.454
O -3.639 4.702 1.800
C -3.587 4.206 0.463
C -2.426 3.221 0.314
C -2.488 2.670 -1.110
O -3.580 1.788 -1.348
C -2.605 2.117 1.369
Se -1.737 0.391 0.992
C -1.114 3.994 0.489
Se 0.589 3.034 0.228
H -4.351 5.344 1.858
H -3.446 5.035 -0.244
H -4.518 3.687 0.208
H -1.539 2.168 -1.304
H -2.593 3.498 -1.819
H -3.346 0.982 -0.858
H -3.668 1.899 1.481
H -2.262 2.479 2.338
H -1.096 4.446 1.479
H -1.089 4.810 -0.239
O 0.574 -1.434 -0.905
P 0.057 -1.899 -2.212
N 1.249 -2.777 -2.984
C 1.138 -3.139 -4.387
C 2.334 -4.076 -4.604
C 3.345 -3.688 -3.499
C 2.663 -2.558 -2.716
N -1.210 -2.969 -2.203
C -2.462 -2.456 -1.595
C -2.585 -3.227 -0.290
C -2.087 -4.612 -0.690
C -0.913 -4.305 -1.625
N -0.473 -0.683 -3.173
C -1.542 -0.722 -4.169
C -1.236 0.492 -5.040
C -0.713 1.503 -4.022
C 0.143 0.656 -3.080
H 1.220 -2.250 -5.032
H 0.175 -3.609 -4.587
H 2.748 -3.974 -5.607
H 2.022 -5.114 -4.483
H 4.304 -3.367 -3.906
H 3.536 -4.538 -2.844
H 2.997 -1.581 -3.097
H 2.859 -2.582 -1.645
H -3.305 -2.664 -2.261
H -2.400 -1.380 -1.424
H -3.598 -3.222 0.113
H -1.924 -2.774 0.453
H -2.870 -5.154 -1.227
H -1.777 -5.223 0.158
H -0.802 -5.049 -2.417
H 0.023 -4.276 -1.062
H -2.526 -0.612 -3.699
H -1.536 -1.662 -4.724
H -2.111 0.841 -5.589
H -0.453 0.239 -5.762
H -1.550 1.933 -3.471
H -0.147 2.320 -4.469
H 0.139 1.028 -2.054
H 1.184 0.623 -3.426
*
```

Computed properties:
Relative energy (zero: lowest compared OMol25 entry of this formula, charge and spin)   43.64 kJ/mol
Expectation value of S²   2.024
E_LUMO (spin up / spin down)   2.190 / 2.190 eV
HOMO energy (spin up / spin down)   -3.930 / -3.938 eV
Gap between HOMO and LUMO (spin up / spin down)   6.119 / 6.128 eV

---

2.
The following is a DFT calculation (ωB97M-V/def2-TZVPD) of a molecular structure, C35H47BrCoN4P2 in a non-equilibrium geometry.

The geometry in ORCA input format:
```
! RIJCOSX wB97M-V def2-TZVPD def2/J DEFGRID3
* xyz 2 4
N -5.646 -1.958 3.044
C -5.003 -0.985 3.715
C -4.746 0.268 3.150
C -5.099 0.480 1.801
C -5.851 -0.519 1.126
C -6.058 -1.735 1.788
C -4.505 1.575 1.108
Co 0.547 0.673 -1.501
P 3.081 0.476 -2.285
C -4.588 1.665 -0.256
C -3.512 2.157 -1.019
C -3.335 1.648 -2.328
C -2.015 1.419 -2.699
C -1.069 1.509 -1.673
C -1.186 2.462 -0.656
C -2.477 2.866 -0.349
Br 1.111 2.220 -3.271
H -3.880 2.259 1.686
H -5.481 1.382 -0.828
H -4.216 1.056 3.702
H -6.221 -0.371 0.111
H -4.692 -1.170 4.751
H -6.575 -2.560 1.294
H -4.196 1.378 -2.948
H -2.708 3.575 0.445
H -1.696 1.228 -3.723
H -0.297 2.891 -0.217
P -0.357 -1.498 -1.362
C 3.850 2.080 -1.602
C 5.084 2.767 -2.147
H 3.977 1.865 -0.532
H 3.036 2.811 -1.642
H 5.304 3.631 -1.502
H 5.974 2.135 -2.134
H 4.937 3.159 -3.157
C 3.074 -0.203 -4.033
C 4.149 0.354 -4.950
H 2.078 -0.022 -4.451
H 3.170 -1.295 -3.952
H 3.732 0.453 -5.966
H 4.492 1.342 -4.611
H 5.014 -0.328 -5.015
C 4.306 -0.736 -1.667
C 5.757 -0.455 -2.016
H 3.961 -1.707 -2.048
H 4.190 -0.738 -0.581
H 6.289 -1.411 -1.998
H 5.884 -0.006 -3.008
H 6.207 0.186 -1.249
C 0.448 -2.903 -0.502
C 1.894 -3.230 -0.863
H -0.187 -3.774 -0.738
H 0.360 -2.720 0.577
H 2.171 -4.204 -0.423
H 2.054 -3.292 -1.949
H 2.587 -2.488 -0.448
C -0.578 -2.261 -3.033
C -1.455 -1.521 -4.041
H -0.951 -3.282 -2.850
H 0.447 -2.364 -3.431
H -1.259 -1.912 -5.051
H -2.527 -1.636 -3.817
H -1.211 -0.454 -4.053
C -1.990 -1.392 -0.518
C -1.988 -1.623 0.992
H -2.654 -2.119 -1.008
H -2.394 -0.394 -0.738
H -2.995 -1.465 1.400
H -1.689 -2.644 1.262
H -1.314 -0.921 1.505
N -0.893 1.854 9.064
C -0.678 1.508 7.967
C -0.382 1.079 6.619
C -1.118 1.558 5.529
C -0.762 1.222 4.218
C 0.366 0.412 4.009
C 1.054 -0.150 5.089
C 0.687 0.187 6.399
N 0.870 0.248 2.710
C 1.990 -0.505 2.364
C 2.119 -0.416 1.021
N 1.087 0.369 0.495
C 0.342 0.741 1.556
H -1.971 2.218 5.690
H -1.351 1.604 3.389
H 1.895 -0.838 4.935
H 1.234 -0.229 7.250
H 2.560 -1.068 3.084
H 2.909 -0.854 0.451
H -0.524 1.386 1.541
*
```

Computed properties:
Expectation value of S²   3.923
E_LUMO (spin up / spin down)   -7.091 / -8.295 eV
HOMO energy (spin up / spin down)   -13.368 / -13.845 eV
Gap between HOMO and LUMO (spin up / spin down)   6.276 / 5.550 eV

---

3.
The following is a DFT calculation (ωB97M-V/def2-TZVPD) of a molecular structure, C35H47BrN4P2Pb in a non-equilibrium geometry.

The geometry in ORCA input format:
```
! RIJCOSX wB97M-V def2-TZVPD def2/J DEFGRID3
* xyz 2 1
N 1.168 -5.865 8.973
C 0.033 -5.140 8.966
C -0.325 -4.297 7.900
C 0.533 -4.163 6.775
C 1.762 -4.869 6.859
C 2.007 -5.737 7.935
C 0.162 -3.392 5.578
Pb -1.336 -0.840 -0.425
P -1.011 -1.724 -5.544
C 0.886 -3.421 4.427
C 0.737 -2.520 3.312
C 1.155 -2.974 2.037
C 0.978 -2.186 0.897
C 0.447 -0.896 1.076
C -0.083 -0.461 2.294
C 0.087 -1.275 3.431
Br -0.100 1.060 -2.019
H -0.736 -2.762 5.681
H 1.565 -4.262 4.321
H -1.277 -3.778 7.918
H 2.501 -4.793 6.060
H -0.629 -5.250 9.842
H 2.928 -6.344 7.949
H 1.572 -3.976 1.940
H -0.277 -0.945 4.401
H 1.255 -2.585 -0.088
H -0.585 0.511 2.374
P 1.997 0.492 -0.476
C -2.365 -2.169 -4.402
C -3.263 -3.218 -5.072
H -2.929 -1.253 -4.189
H -1.902 -2.558 -3.487
H -4.216 -3.290 -4.539
H -3.483 -2.968 -6.116
H -2.811 -4.218 -5.062
C 0.408 -2.774 -5.099
C 1.351 -3.044 -6.284
H -0.031 -3.725 -4.767
H 0.932 -2.289 -4.266
H 2.044 -3.853 -6.019
H 0.802 -3.361 -7.180
H 1.959 -2.169 -6.550
C -0.491 0.023 -5.331
C -1.234 0.980 -6.259
H 0.585 0.049 -5.552
H -0.656 0.249 -4.274
H -0.838 1.993 -6.141
H -1.104 0.697 -7.308
H -2.307 1.019 -6.052
C 2.656 2.113 -1.168
C 3.849 2.841 -0.597
H 1.813 2.802 -1.080
H 2.826 1.898 -2.226
H 3.609 3.287 0.379
H 4.748 2.217 -0.531
H 4.028 3.666 -1.302
C 2.722 -0.724 -1.697
C 3.568 -1.863 -1.151
H 3.323 -0.070 -2.336
H 1.902 -1.120 -2.300
H 4.507 -1.491 -0.727
H 3.066 -2.461 -0.380
H 3.799 -2.551 -1.975
C 3.109 0.208 0.949
C 2.732 1.096 2.121
H 4.124 0.390 0.566
H 2.967 -0.836 1.242
H 3.137 0.685 3.051
H 3.086 2.124 2.008
H 1.652 1.146 2.306
N -6.745 8.922 -0.860
C -5.934 8.102 -0.618
C -4.924 7.116 -0.335
C -4.135 7.236 0.818
C -3.204 6.248 1.134
C -3.032 5.176 0.257
C -3.756 5.079 -0.938
C -4.725 6.041 -1.220
N -2.148 4.140 0.607
C -1.201 4.150 1.655
C -0.631 2.906 1.670
N -1.250 2.095 0.722
C -2.092 2.891 0.046
H -4.270 8.081 1.497
H -2.631 6.290 2.054
H -3.573 4.274 -1.655
H -5.357 5.956 -2.111
H -0.980 5.026 2.228
H 0.185 2.547 2.277
H -2.685 2.637 -0.826
*
```

Computed properties:
Relative energy (zero: lowest compared OMol25 entry of this formula, charge and spin)   4.07 kJ/mol
E_LUMO (spin up / spin down)   -8.458 / -8.878 eV
HOMO energy (spin up / spin down)   -12.254 / -11.549 eV
Gap between HOMO and LUMO (spin up / spin down)   3.796 / 2.671 eV

---

| no. | energy (Eh) |
| --- | --- |
| 1 | -8209.33739 |
| 2 | -6219.71911 |
| 3 | -5029.77192 |